[1]
15
Properties=species:S:1:pos:R:3:forces:R:3:nbo_charge:R:1 method="wB97M-V/def2-TZVPD" charge=0 e_homo_ev=-11.14 gap_ev=8.15 de_lowest_kcal_mol=52.07 total_energy_ev=-49715.5544 e_lumo_ev=-2.985
C 0.104596 0.098963 -0.076278 1.4 1.6 -2.7 -0.1779
N 0.354219 -1.104308 0.186446 1.7 -1.3 1.7 -0.8223
N -2.391344 -0.518644 1.667676 -1.1 -0.3 -1.1 -1.2940
N -1.730008 -2.797711 0.556707 -0.7 0.5 0.0 -1.3709
F -2.312657 -0.921132 -0.815275 -0.3 0.3 0.6 -0.6557
F -0.561077 0.693937 2.532894 -0.1 0.9 -0.4 -0.5736
F -0.593301 -2.504347 -1.826001 0.4 0.6 1.9 -0.5490
F 0.460094 -3.571605 -0.089570 1.7 -0.9 0.5 -0.5192
F -3.731996 -2.465177 1.772839 -0.4 -0.4 0.2 -0.5539
F -4.342975 -1.520278 -0.142034 1.5 -0.3 0.8 -0.5258
P -1.516672 0.653195 1.239699 0.2 0.5 2.3 1.5922
P -0.448705 -2.384263 -0.210996 -2.5 -2.4 -3.4 2.5072
P -2.937810 -1.707998 0.654895 -0.8 0.4 -0.6 2.4783
H 0.888709 0.841093 0.137663 -0.7 0.0 0.5 0.2353
H -0.498352 0.239038 -0.956515 -0.4 0.8 -0.4 0.2293

=====

[2]
14
Properties=species:S:1:pos:R:3:forces:R:3:nbo_charge:R:1 method="wB97M-V/def2-TZVPD" charge=0 e_homo_ev=-8.69 gap_ev=7.35 de_lowest_kcal_mol=12.59 total_energy_ev=-76567.5137 e_lumo_ev=-1.341
Li -30.246880 34.211330 -7.534800 -0.4 -1.1 -0.6 0.9290
Br -31.076840 32.054790 -8.570590 0.4 1.2 0.6 -0.9224
C -25.861480 28.048890 -9.957410 -1.9 0.7 -0.9 -0.2258
C -27.126560 27.847980 -10.607450 0.7 0.3 1.5 -0.2042
C -28.218060 28.569820 -10.153580 0.8 1.9 -0.2 -0.2244
C -28.035360 29.639460 -9.217520 -0.2 -0.2 0.4 -0.2000
C -26.801820 29.961880 -8.677300 0.7 -1.8 -1.7 -0.2291
C -25.722020 29.178260 -9.147050 0.4 -1.0 1.1 -0.2087
H -25.098150 27.306660 -10.138570 0.5 0.4 0.0 0.2129
H -27.254430 27.118960 -11.393950 0.1 -0.2 0.1 0.2095
H -29.149310 28.515020 -10.697790 -0.3 -0.2 0.3 0.2168
H -28.837930 30.255890 -8.840280 -0.6 -0.3 -0.4 0.2365
H -26.602110 30.698010 -7.912690 -0.3 0.2 -0.2 0.2111
H -24.763760 29.331880 -8.673190 0.3 0.1 -0.1 0.1988

=====

[3]
116
Properties=species:S:1:pos:R:3:forces:R:3:mulliken_charge:R:1 method="wB97M-V/def2-TZVPD" charge=-1 e_homo_ev=-3.89 gap_ev=5.99 de_lowest_kcal_mol=56.90 total_energy_ev=-175213.5717 e_lumo_ev=2.099
K -0.037828 0.376005 0.411090 -0.1 -0.3 0.7 0.6091
Cl -0.792689 5.868634 -4.516192 0.0 0.2 -0.1 -0.3106
C -0.855454 4.324756 -3.696078 0.2 0.0 0.0 0.0934
C -2.045335 3.600054 -3.693092 -0.1 -0.1 0.0 -0.8124
C -2.106271 2.409148 -3.024695 0.0 0.0 0.0 -0.6498
C -0.992421 1.861072 -2.305186 0.5 0.2 -0.3 0.0087
O -1.120030 0.823449 -1.611263 -0.5 -0.1 -0.5 0.1714
C 0.254223 2.600219 -2.404937 -0.4 0.1 0.0 0.7007
C 1.504820 2.245142 -1.766689 -0.1 -0.2 -0.2 -0.0688
N 1.873020 1.077350 -1.374643 0.1 0.1 0.1 -0.0867
C 3.152654 0.941593 -0.815836 0.1 0.1 -0.2 -0.0955
C 4.229724 1.723186 -1.190978 -0.1 -0.1 0.0 -0.3706
C 5.481109 1.611778 -0.563680 0.1 0.0 0.1 -0.9679
C 5.674263 0.715877 0.448932 0.0 0.0 0.0 -0.8523
C 4.622661 -0.151401 0.829785 0.1 0.1 -0.1 1.3979
C 4.777217 -1.100762 1.866864 -0.1 0.0 0.0 -1.1391
C 3.735156 -1.915872 2.188058 0.0 0.1 0.0 -1.0676
C 2.547346 -1.801664 1.433390 0.1 -0.1 0.1 -0.6488
N 2.382879 -0.962146 0.454040 -0.2 0.1 0.0 0.9152
C 3.374584 -0.084788 0.171346 0.2 0.2 -0.2 -0.0138
C 0.255983 3.839621 -3.057426 0.0 0.0 0.0 -1.4885
H -2.913528 3.994168 -4.207757 0.0 0.0 0.0 0.4092
H -3.030522 1.846336 -2.980536 0.0 0.0 0.0 0.2407
H 2.168464 3.112077 -1.640915 0.1 -0.1 0.0 0.2240
H 4.108748 2.449770 -1.982671 0.0 0.0 0.0 0.6558
H 6.287503 2.261689 -0.882546 0.0 0.0 0.0 0.3719
H 6.626238 0.641889 0.961496 0.0 0.0 0.0 0.3697
H 5.719336 -1.144524 2.400700 0.0 0.0 0.0 0.3666
H 3.787630 -2.627274 3.000342 0.0 0.0 0.0 0.4800
H 1.696687 -2.434382 1.665402 0.0 0.0 0.0 0.3339
H 1.164696 4.430857 -3.058919 0.0 0.0 0.0 0.4548
O -0.613717 -0.800386 -4.054003 -0.3 -0.6 0.9 -0.7547
C -0.664962 -1.361442 -2.963100 0.1 0.7 -0.7 0.0905
O 0.407502 -1.833087 -2.412323 0.3 -0.3 -0.3 -0.6825
C -2.060879 -1.563208 -2.336449 -0.1 0.2 -0.7 1.3636
C -3.094094 -1.169682 -3.217833 0.0 -0.2 0.3 -1.3317
C -4.423888 -1.324495 -2.942347 0.0 0.0 0.0 -0.4713
C -4.763960 -1.900260 -1.707439 0.3 0.0 -0.1 -0.6962
C -3.774652 -2.237320 -0.846888 0.1 0.0 0.0 -0.5940
N -2.423340 -2.067002 -1.124015 -0.2 0.0 0.4 1.4246
H -2.745922 -0.729058 -4.137192 0.0 0.0 -0.1 0.5174
H -5.180931 -1.014660 -3.647929 0.0 0.0 0.0 0.4063
H -5.789134 -2.069223 -1.406254 0.0 0.0 0.0 0.5400
H -3.936905 -2.642833 0.138720 0.0 0.0 0.0 0.4589
O -0.380176 -2.126876 -0.148813 0.2 -0.5 -0.5 0.3185
N -1.715339 -2.467138 -0.037693 -0.4 -0.2 0.0 -1.6958
C -5.246198 1.114836 -0.027118 0.0 0.1 0.0 -1.2384
C -4.289648 0.975852 1.132821 0.1 -0.1 -0.2 0.7291
O -3.154057 1.383216 1.041749 -0.1 0.0 0.1 -0.1661
C -4.760588 0.322232 2.390820 0.0 0.0 0.1 0.5677
C -3.925953 0.355762 3.508193 -0.1 0.0 -0.1 -0.0506
C -4.348778 -0.218979 4.694210 0.1 0.0 0.0 -0.5095
C -5.586370 -0.840332 4.769819 -0.1 -0.1 0.1 -0.6713
C -6.413394 -0.888416 3.659787 -0.1 0.0 0.0 -0.8240
C -6.003173 -0.302005 2.473388 0.1 0.1 0.0 -0.4434
H -4.715440 1.620076 -0.830420 0.0 0.0 0.0 0.1035
H -6.129144 1.686027 0.263692 0.0 0.1 0.0 0.4982
H -5.587499 0.139601 -0.376243 0.1 0.0 0.0 0.1568
H -2.957790 0.833660 3.426134 0.0 0.0 0.0 0.6182
H -3.709793 -0.185070 5.566177 0.0 0.0 0.0 0.4307
H -5.905987 -1.290003 5.701676 0.0 0.0 0.0 0.3881
H -7.376311 -1.378615 3.719546 0.0 0.0 0.0 0.3876
H -6.650925 -0.329834 1.608287 0.0 0.0 0.0 0.3410
C 0.359784 -4.712219 0.224962 0.1 0.0 -0.3 -1.2332
As 0.461001 -3.356331 -1.229385 0.0 0.1 0.6 1.7862
C 2.360552 -3.390940 -1.580640 0.0 -0.1 0.0 -1.2639
C -0.510494 -4.423269 -2.524107 -0.1 -0.1 0.0 -1.3593
H 0.856923 -5.631013 -0.099802 0.0 0.0 0.0 0.4414
H -0.686884 -4.915215 0.449457 0.0 0.1 0.0 0.3638
H 0.850741 -4.334590 1.116263 0.0 0.0 0.1 0.3406
H 2.508925 -4.165802 -2.338063 0.0 0.1 0.0 0.5131
H 2.905177 -3.652310 -0.675617 -0.1 0.0 0.0 0.3340
H 2.680456 -2.429270 -1.964695 -0.1 0.0 0.0 0.2374
H 0.039380 -5.364123 -2.601858 -0.1 0.0 0.0 0.4929
H -0.574391 -3.942073 -3.497730 0.0 0.0 0.1 0.3620
H -1.503870 -4.637606 -2.127225 0.0 0.0 0.0 0.3530
N 0.569902 6.549136 1.830232 0.1 0.0 -0.1 -0.7125
N -0.260518 5.528650 1.377434 -0.2 0.0 0.2 1.1528
N -1.318375 5.122108 2.042409 0.0 0.0 0.1 -0.8750
C -1.765064 4.167700 1.235477 0.0 0.3 0.3 -0.5440
N -1.005393 4.028833 0.145709 -0.1 -0.4 -0.3 0.2307
N -0.054217 4.902681 0.248078 0.3 0.2 -0.3 -0.6069
H 0.134739 7.432029 1.579608 -0.1 0.0 0.0 0.2852
H 1.405959 6.466311 1.257512 0.1 -0.1 0.1 0.2549
H -2.618684 3.555629 1.444261 -0.1 0.0 0.0 0.6747
C -0.655504 -0.335602 5.676121 0.0 0.1 0.0 -1.2397
C 0.045705 1.014722 5.805555 -0.1 0.2 0.0 1.9116
C 1.458119 0.831981 6.350049 0.0 0.0 0.1 -1.5098
C -0.760913 1.927604 6.729911 0.1 0.0 -0.1 -1.7974
O 0.041416 1.713168 4.544625 0.2 -0.1 -0.1 -0.0789
P 0.952712 1.334934 3.237773 0.3 0.1 0.3 -0.1369
O 0.376038 2.111130 2.101597 0.1 0.3 0.7 0.6041
O 1.120188 -0.145243 3.138332 -0.2 0.3 0.1 -0.7589
O 2.438961 1.920005 3.597759 -0.3 -0.1 0.1 -0.3209
C 2.851857 3.296641 3.483846 0.2 -0.2 0.1 1.9373
C 4.250883 3.311374 4.103749 -0.1 0.0 -0.1 -1.9688
C 1.920545 4.213388 4.265824 0.1 0.1 -0.1 -1.4384
C 2.941469 3.701052 2.016389 0.1 0.1 0.0 -0.6125
H -0.750542 -0.801839 6.660489 0.0 0.0 0.0 0.5552
H -0.101504 -0.986840 5.009069 0.1 -0.1 -0.1 0.1942
H -1.654368 -0.200071 5.260714 0.1 0.0 0.0 -0.2182
H 1.407417 0.363469 7.337879 0.0 0.0 0.0 0.5634
H 1.964439 1.791972 6.451605 0.0 0.0 0.0 0.2089
H 2.046915 0.199030 5.692467 0.1 -0.1 -0.1 0.1735
H -0.868310 1.485959 7.721547 0.0 -0.1 0.0 0.4158
H -1.754704 2.091524 6.313643 0.0 0.0 0.0 0.3068
H -0.269714 2.895249 6.827721 0.0 0.0 0.0 0.3397
H 4.207197 2.987141 5.143739 0.0 0.0 0.0 0.4276
H 4.682475 4.312907 4.068206 0.0 0.1 0.0 0.3841
H 4.902367 2.631360 3.554151 0.0 0.0 0.0 0.3261
H 1.901037 3.934789 5.319684 0.0 -0.1 0.0 0.2261
H 0.909944 4.161301 3.875107 -0.2 0.0 -0.1 0.1186
H 2.261579 5.248971 4.193380 0.0 0.0 0.0 0.5503
H 3.600312 3.016564 1.480718 0.0 -0.1 0.0 -0.3794
H 3.367862 4.706148 1.938262 0.0 0.0 0.0 0.5655
H 1.960851 3.684199 1.550039 -0.1 -0.1 0.0 -0.0185

=====

[4]
46
Properties=species:S:1:pos:R:3:forces:R:3:nbo_charge:R:1 method="wB97M-V/def2-TZVPD" charge=+1 e_homo_ev=-10.85 gap_ev=7.55 de_lowest_kcal_mol=462.26 total_energy_ev=-37490.4218 e_lumo_ev=-3.303
C -1.145215 -3.931944 -2.011956 5.6 -5.9 -11.0 -0.1765
H -0.090069 -3.654301 -2.557446 -1.7 -0.3 0.9 0.0959
H -0.871684 -4.647441 -1.402502 0.9 -4.0 3.6 0.1533
H -1.819182 -4.311308 -2.899833 1.8 -0.5 1.3 0.2043
O -1.812838 -3.006213 -1.652957 -5.4 12.3 8.9 -0.4514
C -1.312255 -2.304645 -0.398665 -2.0 2.4 -1.2 0.2980
C -0.104575 -2.655552 0.239399 0.1 -3.9 -7.3 -0.3057
C 0.467404 -1.811880 1.051852 1.5 2.3 7.1 -0.1305
C -0.309155 -0.785818 1.642355 9.6 -0.8 4.3 -0.1092
C -1.459383 -0.524240 1.210218 -6.3 3.1 -1.1 -0.3714
C -2.075824 -0.965261 0.150748 0.9 -10.0 -7.4 0.3451
O -3.311014 -0.842969 -0.546736 13.9 -10.6 -4.5 -0.3949
C -4.040944 -0.127957 -0.021257 -7.4 15.1 3.5 -0.0106
C -3.514424 1.549939 -0.008057 3.8 -8.9 -9.5 -0.0853
C -3.893601 2.416217 0.758217 -6.7 4.4 12.7 -0.2539
C -3.490648 3.696708 0.874411 4.2 3.0 -4.5 -0.1959
C -2.562061 3.901343 -0.261745 -3.6 11.2 8.3 -0.1631
C -2.283772 3.045746 -1.162350 8.4 10.4 -9.0 -0.2596
C -2.612510 1.911834 -1.176994 -7.9 -12.8 6.5 -0.1987
H -2.485522 1.100139 -1.726254 1.2 -2.8 -3.3 0.2098
H -1.659788 3.353390 -2.169663 -1.1 0.0 2.6 0.1965
H -2.355746 5.170764 -0.264967 0.2 -4.0 -0.7 0.2112
H -3.707622 4.592512 1.528820 -0.1 -1.8 -0.6 0.2494
H -4.588734 2.222889 1.889488 1.4 -0.5 -3.5 0.1586
H -4.296962 0.000417 0.899270 -1.0 -1.4 6.8 0.1626
H -4.900592 -0.028270 -0.501806 -4.1 0.3 -2.5 0.1940
H -2.045602 0.139163 1.670100 -1.8 3.2 2.3 0.2468
H 0.148147 -0.110771 2.567771 -1.3 -2.0 -2.4 0.2072
C 1.771483 -2.181278 1.832288 1.0 -0.6 -13.0 -0.1349
H 2.284516 -3.106083 1.368351 -1.2 1.0 1.2 0.2207
H 1.832779 -2.124786 2.758351 0.1 0.5 8.5 0.1913
N 2.753968 -1.046195 1.253715 2.5 -2.3 7.5 -0.5246
H 3.701414 -1.066827 1.912469 -2.6 -0.1 -2.3 0.4369
H 2.308710 -0.270662 1.648453 -0.9 2.2 0.1 0.4230
C 3.039028 -0.967426 -0.080479 -0.1 2.7 -5.3 -0.2846
C 3.844560 0.564765 -0.329655 -1.9 -6.1 -1.2 -0.1845
C 5.118463 0.539925 -0.948513 -5.0 3.8 4.8 -0.2372
C 5.436762 1.914112 -0.656584 -2.4 -0.8 -2.6 -0.2139
C 4.400000 2.776919 -0.596127 -1.1 -5.0 1.6 -0.3055
S 2.881896 2.021414 -0.055125 2.9 -1.3 -1.3 0.3889
H 4.487277 3.727306 -0.468468 0.5 5.9 0.4 0.2100
H 6.267143 2.304133 -1.004351 4.6 2.0 -1.1 0.2188
H 5.670433 -0.319109 -0.951108 1.6 -1.9 -0.5 0.2345
H 3.613425 -1.905152 -0.371342 -0.6 1.5 -0.1 0.2400
H 1.999055 -0.859277 -0.665338 2.4 -0.6 1.1 0.2556
H 0.723249 -3.394259 -0.365991 -2.9 1.4 1.8 0.2395